{"formula": "C2O2S2", "method": "ωB97M-V/def2-TZVPD", "relative_energy_ev": 0.180, "e_homo_ev": -9.7392, "total_charge": 0, "multiplicity": 1, "mol_weight_g_mol": 120.2, "e_tot_ev": -27839.941, "species": ["C", "C", "O", "O", "S", "S"], "coordinates": [[-1.962, 0.131, -0.060], [1.987, -0.123, -0.013], [-1.113, 0.885, -0.116], [-2.758, -0.666, 0.146], [2.264, 1.398, 0.061], [1.582, -1.626, -0.018]]}